The following is a quantum chemistry calculation of a cluster of 2 separate species, C6H10O4 in total, from the OMol25 dataset.

Element x y z (Å)
H -0.18 -1.12 -0.55
C 1.15 1.02 0.85
H -2.10 0.83 1.05
H 0.17 -2.10 -3.97
H -2.41 -0.07 -0.33
C 0.31 0.84 -0.35
O -0.66 -0.59 -2.93
H -0.21 -0.83 3.20
O 2.51 1.47 0.79
O 0.08 0.00 2.73
H 1.43 -1.08 1.41
H -2.20 -0.96 1.20
O 0.22 1.48 -1.39
C 0.37 -1.40 -3.16
H 0.71 1.78 1.52
H 2.85 1.29 -0.08
C -1.86 -0.13 0.59
C -0.35 -0.36 0.23
C 0.62 -0.24 1.48
H -0.45 0.16 -2.30

## Properties
* E_HOMO: -8.330 eV
* Kohn-Sham gap: 8.57 eV
* electronic energy: -535.408886 Ha
* ΔE to the lowest compared entry with this formula, charge and spin: 117.5 kcal/mol

***

The following is a quantum chemistry calculation of a structure of composition C22H47BBr16ClI2NP, from the OMol25 dataset.

Element x y z (Å)
H -6.90 7.20 0.32
C 4.47 -7.91 -0.97
I -2.83 3.05 -0.74
Br -0.32 -3.08 9.54
H -7.42 6.80 -4.50
H -8.86 7.81 -4.23
H 4.60 3.60 -1.29
C 2.19 -1.90 -2.09
C -7.21 5.09 0.15
H -0.45 -1.21 1.42
H 6.33 3.41 -0.96
H 2.97 -3.30 -3.53
C -7.45 7.75 -2.58
H 0.77 2.15 2.61
H -2.10 3.86 4.39
H 2.57 0.80 1.07
H -1.26 2.36 3.94
H -1.66 -7.95 2.86
Br 5.17 1.21 -1.10
H -0.55 3.94 3.44
H -1.66 0.92 2.20
H -6.73 8.50 -2.90
C 2.37 2.91 0.62
C 4.67 -2.26 -7.10
C -1.70 -6.95 2.44
H -0.66 3.59 0.82
H 5.72 4.26 -3.35
C 0.34 -4.09 6.94
H 3.48 2.78 0.43
C 5.76 3.21 -3.05
H 5.43 -2.57 -7.81
Br -9.13 5.54 -3.26
N -0.71 -1.39 0.44
H 1.43 1.17 -0.28
Br 2.23 -4.73 -1.65
H 6.00 -0.81 -6.24
H 4.43 -7.30 -1.87
C -1.51 2.87 0.99
C 2.12 -3.20 -2.86
C 0.59 1.34 1.86
Br 2.85 -7.56 0.03
C -1.51 3.39 3.57
H 2.36 -1.07 -2.76
Br -7.12 3.50 1.27
H 0.35 -6.74 1.72
H 5.63 -8.07 0.87
Br 3.98 -0.65 -4.83
Br 3.74 -3.89 -6.58
C 5.50 3.06 -1.58
H -0.39 0.43 -1.27
H 5.07 2.64 -3.67
H -1.70 -4.05 7.70
H 1.19 -3.30 -3.42
H 5.82 -2.27 -5.25
H 0.73 0.37 2.41
H -6.29 6.29 1.71
C -2.34 3.39 2.25
H -0.76 -7.61 0.63
H 6.59 -8.08 -0.63
C 5.30 -1.58 -5.91
Br -1.33 -5.76 3.94
Br -0.98 -5.17 0.32
H 3.94 -1.63 -7.61
Br 0.47 -1.47 -1.16
H 0.26 -4.91 6.22
C -8.15 7.14 -3.76
C 5.70 -7.66 -0.14
H -3.30 2.85 2.38
C -7.08 6.35 0.97
Br 0.02 -2.47 5.91
Br -8.70 8.72 -1.44
H 2.96 -1.90 -1.32
Cl 1.75 3.80 -0.87
C 1.73 1.48 0.75
H -6.95 7.02 -1.95
C -0.68 -6.79 1.35
B -0.96 1.33 1.29
C -0.68 -4.26 8.03
H -2.71 -6.73 2.12
P -1.20 0.08 -0.16
H -8.15 5.03 -0.40
Br -8.72 6.76 1.92
H 2.25 3.50 1.55
Br 7.56 2.63 -3.53
H 4.41 -8.97 -1.25
Br 6.07 -5.76 0.03
H 1.36 -4.04 7.31
H -0.64 -5.27 8.45
H -2.54 -0.06 -0.62
I -2.86 5.50 1.84
H -6.38 4.99 -0.54

## Properties
* E_HOMO: -3.227 eV
* Kohn-Sham gap: 5.00 eV
* electronic energy: -43527.141179 Ha
* charge: -1

***

Q: The highest electronic energy belongs to which entry?
A: C6H10O4

***

Q: Look up the electronic energy of the second one.
A: -43527.141179 Ha